No. 1
Entry from OMol25: a gas-phase ion, C9H13N2 (charge +1) (the ωB97M-V functional and the def2-TZVPD basis).

Geometry as XYZ:
```
24
Properties=species:S:1:pos:R:3:forces:R:3
C 0.706990 0.846505 0.387685 -2.252 -0.036 0.755
C 0.763364 -1.565292 -0.487937 0.986 0.329 1.008
C -0.431568 0.137640 0.420713 -1.840 3.495 -0.337
C 1.940638 0.595191 -0.006032 -1.111 0.903 -2.130
C -2.021498 0.596362 0.068946 2.902 0.661 -0.033
C 1.715339 -0.540198 -1.017255 -0.347 -0.386 -1.724
C 3.174134 1.328378 0.361140 3.007 -4.457 -3.867
C -2.206192 2.078886 0.102546 -0.273 2.477 -0.512
C -1.221920 -2.092054 0.808734 -0.536 -4.029 -2.884
N -2.738069 -0.314938 -0.359688 3.794 -1.504 1.276
N -0.206103 -1.210273 0.253106 -1.370 -1.741 1.111
H 0.921816 -2.611088 -0.538940 0.118 -0.948 -0.788
H 2.600725 -1.018711 -1.362764 1.172 -0.496 0.240
H 1.240666 -0.471960 -2.081455 0.509 1.092 1.347
H 3.044386 1.981678 1.107461 -0.507 2.756 2.370
H 3.901786 1.628867 -0.525830 -2.134 0.003 1.550
H 3.810531 0.504760 0.733289 0.170 0.301 0.459
H -2.796451 2.487812 1.020230 1.250 -0.922 -1.469
H -1.174071 2.592270 0.025277 -1.660 -0.728 0.471
H -2.780653 2.467205 -0.830890 0.792 -0.950 1.563
H -1.893203 -2.588438 0.008831 1.289 1.278 0.790
H -1.901062 -1.634090 1.412626 -1.249 1.686 1.675
H -0.887062 -2.989463 1.289872 1.270 -0.074 0.606
H -3.562530 -0.209059 -0.789672 -3.982 1.287 -1.477
```
Positions in Å, forces in eV/Å.

Summary:
Structure (SMILES): [H]/N=C(\C)C1=C=C(C)CC=[N+]1C
Net charge: +1
E_HOMO (spin up / spin down): -12.594 / -12.596 eV
E_LUMO (spin up / spin down): -5.04 / -5.04 eV

***

No. 2
Entry from OMol25: 2 unconnected molecules or ions with the total composition C4H12 (the ωB97M-V functional and the def2-TZVPD basis).

Geometry as XYZ:
```
16
Properties=species:S:1:pos:R:3:forces:R:3
C -0.297532 -2.218654 1.443808 -1.054 0.900 -0.714
C 1.156386 -1.796573 1.150236 -1.987 3.883 1.050
H -0.412294 -2.886237 2.310394 0.255 0.792 0.214
H -0.844158 -1.235206 1.526524 -0.005 -1.313 0.406
H -0.858887 -2.806347 0.678710 0.868 0.557 -0.081
H 1.477705 -1.058257 2.066817 -0.777 -1.137 -2.666
H 1.309428 -1.390083 0.098606 -0.098 -0.254 1.634
H 1.753270 -2.564249 1.351378 2.795 -3.413 0.149
C -0.140875 1.417437 -0.938788 -4.303 -1.227 -0.546
C -0.628040 2.575936 -1.837296 -0.759 0.783 3.762
H 0.620877 0.819600 -1.253993 2.619 -1.048 -1.198
H 0.087259 1.867251 -0.032350 0.500 0.312 1.964
H -0.961450 0.566997 -0.747730 1.295 2.078 -0.313
H -1.710908 2.724675 -1.510511 1.267 0.094 -1.067
H -0.473118 2.504737 -2.861025 -0.041 -0.354 -1.837
H -0.077663 3.478972 -1.444780 -0.574 -0.652 -0.758
```
Positions in Å, forces in eV/Å.

Summary:
Structure (SMILES): CC.CC
E_HOMO: -11.329 eV
E_LUMO: 1.12 eV

***

Sequential largest force on an atom output: 6.62 4.51 eV/A
Sequential ΔE to the lowest compared entry with this formula, charge and spin output: 5.931 1.436 eV
Sequential total energy output: -12511.6890 -4341.0918 eV